[1]
Entry from OMol25: a structure of composition C30H42GeMgO3Sb (ωB97M-V with the def2-TZVPD basis set).

```
! wB97M-V def2-TZVPD RIJCOSX def2/J DEFGRID3
* xyz 2 2
C 2.60 -1.38 2.08
C -3.26 1.67 -1.38
H 5.27 1.74 -2.42
C -0.37 -2.54 -4.69
H -3.52 -1.65 -5.56
C -1.87 -2.44 0.27
H 4.64 -2.03 2.35
H 4.48 -0.71 1.21
H 4.70 0.17 -1.86
H 2.71 -3.25 1.00
C -1.48 -1.41 -2.88
Mg 0.81 0.41 0.11
C -2.36 -4.67 1.84
H 5.40 1.33 -0.71
H -1.60 -1.39 2.14
C 2.25 -2.27 0.89
C -3.19 0.45 -0.71
C 0.17 4.35 1.84
O 1.05 2.21 1.18
H -0.47 4.89 2.54
H 2.62 -1.84 -0.04
H -6.33 2.67 -0.37
H -1.89 2.70 2.73
C 0.77 2.62 3.57
H 0.55 -2.17 -2.79
C -0.35 -2.04 -3.39
H 2.47 3.67 -0.74
H 0.81 1.56 3.80
H 2.88 2.12 -3.44
C -1.18 2.24 2.04
O 2.77 1.03 -0.28
H 2.27 -1.25 4.20
H -3.51 -0.78 -3.26
C 4.10 -1.11 2.15
C -4.39 2.47 -1.26
H -0.21 4.50 0.83
C -1.51 -2.39 -5.47
H -4.21 -0.92 0.61
C -2.07 -3.45 2.44
C 3.40 1.81 -1.37
H -2.05 -3.37 3.52
O 1.90 -0.09 1.84
C 0.19 2.87 2.19
H 0.17 3.11 4.33
C -2.41 -4.78 0.46
H -2.44 2.00 -2.02
C 3.46 3.27 -0.95
Ge 2.70 1.51 1.48
H -1.15 1.17 2.29
H 0.51 -3.03 -5.09
C -4.25 0.03 0.09
C -1.82 -2.34 1.66
C 2.05 -1.93 3.38
H 1.17 4.78 1.91
H 3.91 3.87 -1.74
C 4.77 1.22 -1.60
H -2.64 -5.72 -0.01
C -2.16 -3.66 -0.34
C -5.44 2.05 -0.46
H -4.45 3.41 -1.80
H -2.21 -3.75 -1.41
H -6.21 0.51 0.82
Sb -1.48 -0.74 -0.90
H 1.17 -2.42 0.84
H 1.78 3.05 3.65
C -2.62 -1.27 -3.66
H 4.32 -0.42 2.98
H -2.56 -5.54 2.45
H 2.39 0.55 -2.81
H 1.49 2.03 -2.38
H -1.52 -2.77 -6.48
H 2.51 -2.89 3.60
C -2.63 -1.76 -4.96
H 4.10 3.39 -0.07
C 2.48 1.61 -2.57
H -1.57 2.37 1.03
H 0.97 -2.07 3.31
C -5.38 0.84 0.21
*
```

## Properties
Energy above the lowest of the compared OMol25 structures with the same formula, charge and spin: 0.000 eV
Total energy: -3910.8818 a.u.
LUMO level (alpha / beta): -5.03 / -9.40 eV
Orbital gap (alpha / beta): 9.10 / 4.74 eV

Which charges does Löwdin predict for the atoms? In e, they are: -0.62 -0.15 0.11 -0.06 0.12 -0.40 0.11 0.08 0.10 0.11 -0.40 0.64 -0.05 0.10 0.09 -0.01 -0.41 -0.01 -0.33 0.11 0.09 0.12 0.11 -0.04 0.09 -0.14 0.09 0.09 0.11 -0.01 -0.34 0.10 0.10 -0.03 -0.06 0.10 -0.05 0.10 -0.07 -0.63 0.11 -0.33 -0.62 0.11 -0.05 0.10 -0.03 1.08 0.08 0.11 -0.11 -0.16 0.00 0.10 0.11 -0.01 0.12 -0.10 -0.05 0.12 0.10 0.12 1.54 0.08 0.09 -0.11 0.10 0.12 0.09 0.09 0.12 0.11 -0.05 0.09 -0.01 0.08 0.08 -0.05

=====

[2]
Entry from OMol25: a structure of composition C30H42N4O5S4SbSe2Ti in a non-equilibrium geometry (ωB97M-V with the def2-TZVPD basis set).

```
! wB97M-V def2-TZVPD RIJCOSX def2/J DEFGRID3
* xyz -1 1
H 0.64 -0.30 5.31
H 6.70 2.23 -2.67
H 4.31 2.53 -3.30
O 1.45 3.31 -1.80
H 1.69 -4.68 3.96
H 1.16 -2.18 -6.40
Ti -0.07 0.35 0.28
H 1.22 0.75 3.98
H -1.97 -4.48 0.11
H -0.30 -3.76 -5.21
O -1.18 1.39 -0.84
H -2.98 1.72 0.63
Se 2.97 -2.87 2.82
O 1.38 0.90 -2.28
C -3.13 4.20 -4.20
H 3.96 -5.21 2.75
N -1.09 -0.73 -2.43
C -1.39 -3.79 0.72
C -3.59 -2.24 2.32
C 3.85 -4.40 2.03
C -0.47 -1.39 -3.32
C 2.76 1.29 0.78
H -0.59 3.60 2.98
H 2.03 -1.80 -4.88
C -3.76 -2.25 -0.81
H 4.83 -4.08 1.69
S 0.14 -3.00 -2.97
H -3.53 4.31 -5.20
C 0.31 -2.99 4.04
H -3.47 6.22 -3.61
H -2.32 1.15 -4.32
H -1.21 1.81 4.57
C -2.10 1.59 3.97
C 5.29 1.33 0.28
H -2.92 2.21 4.33
H -2.35 0.54 4.12
H 5.54 1.00 1.28
H -1.66 3.69 -0.68
C -1.46 3.36 2.35
S 1.88 1.98 -1.46
N -1.58 0.47 -2.92
C -3.10 5.25 -3.31
H -0.65 -3.51 4.04
C 2.06 -1.72 -0.53
H -3.01 -2.22 3.25
H 1.35 -4.15 -4.67
H -0.36 -3.75 0.37
C -1.59 1.46 -2.08
H -2.53 5.91 -1.33
H -3.89 2.34 2.02
Se -0.11 -1.21 3.08
H -3.28 -2.39 -1.78
H 3.28 -4.75 1.16
N 1.60 1.61 0.11
C -2.65 2.94 -3.83
C 1.09 -0.28 4.32
H -4.45 -1.41 -0.88
C 1.07 -2.10 -5.31
H -4.01 -3.24 2.18
Sb -2.27 -1.84 0.68
C -1.82 1.87 2.48
C 3.97 1.50 -0.08
C -2.57 5.08 -2.03
C -0.63 1.05 1.99
H 7.31 1.47 -0.42
O -2.72 1.96 -4.74
C 0.57 -3.38 -4.68
S -0.15 -0.80 -4.95
H -1.19 3.60 1.32
C 5.92 2.03 -1.95
H 0.94 -4.27 2.41
H -2.29 4.00 2.66
H -3.51 0.62 1.92
H -4.39 -1.51 2.38
C 4.59 2.19 -2.31
N 1.05 -1.36 -0.04
O 2.80 0.90 1.93
C -2.12 2.76 -2.53
H -1.39 -4.13 1.76
C 1.35 -3.85 3.33
C -2.09 3.84 -1.66
H 0.30 1.53 2.33
H -4.31 -3.15 -0.53
H 2.06 -0.77 4.33
S 3.44 -2.22 -1.19
C 6.27 1.60 -0.67
C 3.64 1.91 -1.35
C -3.12 1.62 1.71
H 0.58 -2.80 5.08
*
```

## Properties
Energy above the lowest of the compared OMol25 structures with the same formula, charge and spin: 1.753 eV
Total energy: -9248.9909 a.u.
LUMO level (alpha / beta): 2.22 / 2.22 eV
Orbital gap (alpha / beta): 6.10 / 6.09 eV

Which charges does Löwdin predict for the atoms? In e, they are: 0.02 0.10 0.12 -0.27 0.05 0.07 0.77 0.00 0.01 0.07 -0.20 0.06 0.89 -0.30 -0.03 0.01 -0.06 -0.31 -0.32 -0.44 -0.90 -0.49 0.08 0.08 -0.32 0.01 0.91 0.11 -0.50 0.10 0.05 0.08 -0.08 0.00 0.08 0.06 0.12 0.09 -0.06 0.64 0.01 -0.10 0.03 -0.97 -0.02 0.08 -0.02 -0.38 0.10 0.08 0.85 -0.02 0.01 -0.15 -0.27 -0.37 0.00 -0.53 0.00 1.30 -0.66 -0.13 -0.09 -0.37 0.10 0.04 -0.53 0.94 0.07 -0.07 0.04 0.08 0.04 0.00 -0.03 -0.05 0.07 -0.06 -0.01 -0.56 -0.02 0.03 0.00 -0.02 0.55 -0.07 -0.21 -0.07 0.05

=====

Q: The lowest energy above the lowest of the compared OMol25 structures with the same formula, charge and spin belongs to which entry?
A: C30H42GeMgO3Sb